1.
{"formula": "C4H9N3", "method": "the ωB97M-V functional and the def2-TZVPD basis", "multiplicity": 1, "orbital_gap_ev": 9.466, "relative_energy_ev": 2.152, "species": ["C", "C", "C", "C", "N", "N", "N", "H", "H", "H", "H", "H", "H", "H", "H", "H"], "coordinates": [[0.952, -0.049, 0.275], [-2.466, -0.888, -0.072], [3.333, -0.131, -0.348], [-1.511, 0.219, 0.537], [2.153, -0.001, 0.477], [-1.552, 1.493, -0.154], [-0.211, -0.322, 0.591], [-2.130, -1.813, 0.394], [-2.321, -1.067, -1.087], [-3.460, -0.767, 0.179], [3.744, -1.148, -0.219], [4.218, 0.448, 0.015], [3.124, 0.229, -1.445], [-1.877, 0.307, 1.650], [-1.153, 1.330, -1.072], [-0.844, 2.161, 0.277]]}



2.
{"formula": "C4H9N3", "method": "the ωB97M-V functional and the def2-TZVPD basis", "multiplicity": 1, "orbital_gap_ev": 7.966, "relative_energy_ev": 3.818, "species": ["C", "C", "C", "N", "N", "C", "N", "H", "H", "H", "H", "H", "H", "H", "H", "H"], "coordinates": [[0.812, -1.063, 0.196], [-1.064, -0.418, -0.105], [1.136, 0.277, -0.251], [-1.509, 0.104, 1.131], [-0.131, 0.708, -0.884], [2.108, 1.153, 0.005], [-1.808, -1.010, -0.983], [-0.930, -0.132, 1.923], [-2.505, -0.008, 1.268], [-0.458, 1.642, -0.639], [-0.210, 0.455, -1.870], [-2.566, -1.522, -0.539], [1.305, -1.391, 1.110], [0.775, -1.820, -0.584], [3.027, 0.822, 0.468], [2.019, 2.203, -0.245]]}



3.
{"formula": "C4H9N3", "method": "the ωB97M-V functional and the def2-TZVPD basis", "multiplicity": 1, "orbital_gap_ev": 10.148, "relative_energy_ev": 3.621, "species": ["C", "C", "C", "C", "H", "H", "H", "H", "H", "H", "H", "H", "H", "N", "N", "N"], "coordinates": [[2.935, -0.027, -0.419], [1.598, -0.361, 0.358], [-1.382, -0.150, -0.059], [-2.817, 0.054, 0.322], [3.276, 0.941, -0.471], [3.461, -0.720, 0.186], [2.852, -0.401, -1.471], [1.260, -1.292, 0.791], [-0.813, 1.326, 1.160], [-2.893, 1.291, -0.023], [-2.953, 0.008, 1.488], [-3.430, -0.797, -0.229], [-0.202, -0.362, -1.602], [0.787, 0.680, 0.311], [-0.488, 0.436, 0.907], [-1.190, -0.626, -1.250]]}



4.
{"formula": "C4H9N3", "method": "the ωB97M-V functional and the def2-TZVPD basis", "multiplicity": 1, "orbital_gap_ev": 11.459, "charge": 2, "relative_energy_ev": 2.776, "species": ["C", "C", "C", "C", "N", "N", "N", "H", "H", "H", "H", "H", "H", "H", "H", "H"], "coordinates": [[2.653, 0.553, 0.000], [-0.095, -1.619, -0.243], [1.211, 0.325, 0.374], [-2.081, 0.346, 0.262], [-2.524, -0.335, 1.060], [-1.738, 1.032, -0.736], [0.381, -0.482, -0.138], [3.127, -0.414, 0.180], [2.595, 0.694, -1.167], [-0.892, -1.862, -0.925], [0.034, -2.381, 0.461], [0.827, 1.191, 1.085], [-3.050, -0.801, 1.859], [3.050, 1.410, 0.494], [-1.288, 0.466, -1.488], [-2.209, 1.878, -1.076]]}



5.
{"formula": "C4H9N3", "method": "the ωB97M-V functional and the def2-TZVPD basis", "multiplicity": 1, "orbital_gap_ev": 9.804, "charge": 2, "relative_energy_ev": 4.163, "species": ["C", "C", "C", "C", "N", "N", "N", "H", "H", "H", "H", "H", "H", "H", "H", "H"], "coordinates": [[-1.927, 0.293, -0.203], [2.303, 1.503, -0.204], [1.296, 0.731, 0.238], [0.479, -1.571, 0.209], [-0.825, 0.180, -0.683], [-3.133, 0.210, 0.123], [0.470, -0.278, -0.512], [2.645, 2.296, 0.394], [2.795, 1.523, -1.113], [0.815, 0.813, 1.156], [-0.393, -1.446, 0.860], [0.477, -2.405, -0.481], [1.461, -1.580, 0.715], [-3.531, 0.772, 0.945], [-3.745, -0.624, 0.037], [0.814, -0.418, -1.481]]}



6.
{"formula": "C4H9N3", "method": "the ωB97M-V functional and the def2-TZVPD basis", "multiplicity": 1, "orbital_gap_ev": 8.122, "charge": 2, "relative_energy_ev": 2.516, "species": ["C", "C", "C", "C", "N", "N", "N", "H", "H", "H", "H", "H", "H", "H", "H", "H"], "coordinates": [[-2.258, -0.214, 0.038], [0.069, -0.871, -0.168], [0.466, 0.475, -0.608], [1.224, 1.257, 0.304], [-1.965, 0.971, 0.090], [-1.171, -1.097, 0.198], [0.960, -1.814, -0.190], [-3.259, -0.706, -0.013], [0.217, 0.836, -1.584], [1.746, 2.000, -0.227], [1.995, 0.558, 0.740], [0.568, 1.376, 1.220], [-2.474, 1.837, 0.182], [-1.436, -1.941, 0.690], [1.813, -1.678, -0.701], [0.821, -2.677, 0.220]]}



| no. | electronic energy (eV) |
| --- | --- |
| 1 | -8762.3735 |
| 2 | -8760.7066 |
| 3 | -8760.9041 |
| 4 | -8742.9746 |
| 5 | -8741.5876 |
| 6 | -8743.2351 |